Record 1
Below is an isolated molecule of C3H6N2O at a distorted geometry, with properties calculated with ωB97M-V with the def2-TZVPD basis set.

Last column: Löwdin charge in e.
Cartesian coordinates (Å):
N1 1.941 0.353 -0.382  0.1635
C1 0.836 -0.457 -0.436  -0.6163
O1 0.688 -1.372 -1.220  0.0568
N2 -0.126 -0.051 0.502  -0.0662
C2 -1.459 -0.577 0.444  -0.1618
C3 -1.313 0.729 -0.218  -0.0217
H1 2.108 0.924 0.433  0.1009
H2 2.746 0.047 -0.904  0.1041
H3 -1.526 -1.433 -0.222  0.1141
H4 -1.972 -0.665 1.394  0.1061
H5 -1.308 0.683 -1.312  0.1103
H6 -0.785 1.443 0.420  0.1103

Results
- HOMO: -9.6 eV
- Max |F|: 0.0609 Eh/bohr
- M: 86.1 g/mol
- Total charge: 0
- Frontier orbital gap: 10.65 eV
- Relative energy (zero: lowest compared OMol25 entry of this formula, charge and spin): 63.9 kcal/mol
- 2S+1: 1
- Structure (SMILES): NC(=O)N1CC1



Record 2
Below is the ion S2 with charge -1 at a distorted geometry, with properties calculated with ωB97M-V with the def2-TZVPD basis set.

Last column: Löwdin charge in e.
Cartesian coordinates (Å):
S1 0.193 0.300 1.047  -0.5000
S2 -0.193 -0.300 -1.047  -0.5000

Results
- HOMO (spin up / spin down): -2.6 / -2.3 eV
- Max |F|: 0.0584 Eh/bohr
- M: 64.1 g/mol
- Total charge: -1
- <S²>: 0.76
- Frontier orbital gap (spin up / spin down): 6.47 / 5.86 eV
- Relative energy (zero: lowest compared OMol25 entry of this formula, charge and spin): 8.7 kcal/mol
- 2S+1: 2



Among the records above, which one has the highest relative energy (zero: lowest compared OMol25 entry of this formula, charge and spin)?
C3H6N2O



Which of these has the lowest 2S+1?
C3H6N2O



max |F| of number 1 (C3H6N2O)?
0.0609 Eh/bohr